No. 1
The following is a quantum chemistry calculation of C4H4N4 as an isolated structure at a distorted geometry, from OMol25.

Geometry as XYZ:
```
12
Properties=species:S:1:pos:R:3:forces:R:3
N -1.178 -0.295 1.906 3.585 -0.382 1.366
N 0.428 0.157 0.508 1.903 2.784 4.825
N -1.576 -0.320 0.622 -5.409 -3.835 -3.958
N 1.495 0.839 -0.031 0.327 -1.075 4.391
C 1.230 0.531 -1.187 -0.495 0.122 -11.208
C -0.028 -0.132 -1.539 0.771 1.303 1.005
C 0.163 -0.002 1.833 -2.920 -0.504 0.497
C -0.627 -0.083 -0.288 2.118 -1.443 0.175
H -2.356 -1.134 0.151 2.566 3.331 2.950
H 1.733 0.950 -2.140 0.088 -0.697 2.016
H 0.967 0.025 2.654 -1.876 0.270 -1.437
H -0.249 -0.535 -2.489 -0.659 0.127 -0.623
```
Forces are in eV/Å.

The frontier orbital gap comes out at 0.316 Eh. The value obtained for the maximum force is 0.21819 Eh/bohr. For the energy, the calculation gives -10168.68996 eV. The value obtained for the LUMO energy is 0.46 eV. As for the HOMO energy: -8.13 eV. The value obtained for the relative energy (zero: lowest compared OMol25 entry of this formula, charge and spin) is 400.21 kJ/mol.

No. 2
The following is a quantum chemistry calculation of one molecule with the formula C3H3NS2 at a distorted geometry, from OMol25.

Geometry as XYZ:
```
9
Properties=species:S:1:pos:R:3:forces:R:3
S -3.171 1.019 -0.187 2.205 -1.582 0.036
S 2.926 0.221 -0.590 -0.747 0.609 -0.186
N 0.532 -0.804 0.010 -2.460 -1.503 -0.595
C -0.792 -0.770 -0.166 0.517 1.319 0.591
C -1.860 0.111 -0.155 -0.621 1.856 -0.064
C 1.255 0.359 0.124 2.444 -0.955 1.280
H 0.649 1.206 0.060 -0.320 2.090 -0.524
H 1.746 0.348 1.150 -0.631 0.164 -0.318
H -1.285 -1.690 -0.246 -0.386 -2.000 -0.220
```
Forces are in eV/Å.

The frontier orbital gap (alpha / beta) comes out at 0.298 / 0.229 Eh. The value obtained for the maximum force is 0.05725 Eh/bohr. For the energy, the calculation gives -26315.44091 eV. The value obtained for the LUMO energy (alpha / beta) is -1.41 / -1.79 eV. As for the HOMO energy (alpha / beta): -9.51 / -8.01 eV. The value obtained for the relative energy (zero: lowest compared OMol25 entry of this formula, charge and spin) is 371.13 kJ/mol.

No. 3
The following is a quantum chemistry calculation of C31H41ClF3GaN6O as an isolated structure, from OMol25.

Geometry as XYZ:
```
84
Properties=species:S:1:pos:R:3:forces:R:3
Ga 2.077 -1.379 -0.220 -0.018 -0.060 0.107
Cl 1.088 -2.256 4.600 -0.006 0.000 -0.022
F -1.714 -0.064 -8.764 0.001 -0.010 0.002
F -2.958 -1.746 -8.201 0.015 0.002 0.005
F -0.996 -2.085 -9.047 -0.011 0.012 0.011
O -4.402 2.430 1.017 0.019 -0.007 0.007
N 2.944 -1.736 1.758 -0.071 0.041 0.019
N -1.089 0.940 0.945 -0.006 -0.024 0.108
N 0.777 -0.126 0.679 0.118 0.065 0.026
N 4.040 -0.981 -0.666 -0.027 0.020 -0.006
N -0.347 1.237 2.033 0.011 0.026 -0.035
N 2.611 -3.405 -0.357 0.043 -0.027 -0.050
C 0.101 -1.313 -4.347 0.009 0.015 -0.007
C 0.763 0.590 1.850 -0.023 0.003 0.020
C -2.445 -0.744 3.489 0.004 -0.013 0.013
C -0.325 0.000 5.119 -0.002 0.005 -0.017
C -3.028 2.615 1.375 -0.006 -0.005 -0.015
C -1.380 -1.620 3.666 -0.003 0.002 0.000
C -0.089 -0.361 -6.548 -0.003 -0.001 -0.002
C 4.348 -2.099 -1.612 0.011 -0.004 -0.003
C -1.087 -1.278 -6.845 0.002 -0.003 -0.004
C 1.242 -1.330 -1.957 -0.025 -0.016 -0.019
C 3.958 -3.446 -1.006 -0.006 0.008 -0.002
C -1.392 0.858 4.915 -0.010 0.004 -0.003
C 3.332 -3.155 1.955 -0.007 -0.030 0.009
C -0.421 0.137 0.140 -0.024 0.023 -0.074
C -2.450 3.856 0.612 -0.022 -0.004 -0.009
C 4.922 -0.932 0.535 -0.014 -0.011 0.014
C 2.574 -4.041 0.976 -0.005 0.003 -0.009
C -2.467 3.596 -0.899 -0.012 -0.003 0.008
C -3.489 1.556 3.722 -0.020 0.001 -0.010
C -3.331 5.084 0.886 0.011 -0.011 0.010
C -2.931 2.744 2.906 0.019 -0.001 0.007
C -1.017 4.210 1.026 0.012 0.017 0.008
C 4.087 -0.797 1.804 0.031 0.017 -0.018
C -1.699 -1.290 -8.225 -0.004 -0.002 -0.009
C -2.440 0.525 4.057 0.020 -0.012 0.009
C -2.518 1.262 0.844 -0.025 -0.027 -0.033
C -0.318 -1.212 4.449 0.050 -0.022 0.005
C -0.905 -2.230 -4.654 0.011 -0.010 -0.007
C 0.505 -0.375 -5.299 -0.009 0.010 -0.002
C -1.498 -2.211 -5.903 0.000 -0.003 0.004
C 0.720 -1.327 -3.052 -0.015 -0.016 0.000
H 3.115 -3.465 2.975 0.010 -0.001 0.018
H -1.710 2.865 -1.199 0.001 0.001 -0.007
H 0.490 0.270 5.776 0.000 -0.006 0.001
H -0.696 5.081 0.453 0.001 0.003 0.002
H -3.445 3.249 -1.233 0.003 -0.004 -0.002
H -3.289 -1.062 2.888 -0.003 -0.002 0.010
H 5.520 -1.842 0.558 0.002 0.001 -0.002
H 4.119 -0.111 -1.187 0.000 0.002 0.002
H 4.407 -3.254 1.817 -0.003 0.008 -0.001
H -0.307 3.410 0.816 -0.004 0.013 -0.006
H -2.907 5.947 0.373 -0.004 0.001 -0.005
H -0.778 -0.239 -0.805 -0.008 -0.021 0.020
H -4.928 3.140 1.401 0.001 0.018 -0.008
H -2.781 1.181 -0.208 0.010 0.011 -0.015
H -1.901 2.935 3.203 -0.012 -0.002 0.005
H -2.240 4.520 -1.432 0.003 0.003 0.002
H 0.216 0.364 -7.289 0.000 0.000 -0.001
H 1.580 0.645 2.551 -0.014 -0.022 0.007
H -2.281 -2.916 -6.146 -0.001 0.000 0.000
H 5.619 -0.100 0.457 -0.001 0.002 0.003
H -4.323 1.093 3.191 -0.005 0.012 0.003
H 1.931 -3.841 -0.974 -0.002 0.010 -0.003
H -3.053 0.480 1.378 0.011 0.022 -0.022
H 4.684 -3.759 -0.257 0.004 -0.001 -0.001
H -3.380 5.338 1.945 -0.003 0.004 -0.005
H -0.939 4.470 2.081 0.007 -0.003 -0.003
H -4.343 4.956 0.501 -0.005 0.002 0.000
H 5.409 -2.101 -1.864 0.001 0.001 0.004
H -1.393 1.820 5.412 -0.004 0.002 -0.001
H -1.389 -2.605 3.218 0.005 0.003 0.001
H 3.975 -4.202 -1.790 0.000 0.000 0.000
H 1.528 -4.128 1.273 0.002 0.004 0.007
H 2.293 -1.504 2.511 -0.016 -0.015 -0.039
H 4.712 -0.968 2.683 -0.001 0.001 -0.001
H -3.901 1.949 4.653 0.011 -0.001 0.002
H 3.003 -5.044 0.957 -0.001 0.000 0.005
H -1.218 -2.955 -3.914 -0.001 0.000 0.000
H 3.688 0.217 1.877 0.000 -0.007 -0.008
H 1.279 0.340 -5.057 0.003 -0.002 0.000
H 3.776 -1.911 -2.519 0.001 0.005 0.001
H -3.500 3.636 3.173 -0.002 0.004 0.001
```
Forces are in eV/Å.

The frontier orbital gap comes out at 0.323 Eh. As for the net charge: +2. The value obtained for the maximum force is 0.00267 Eh/bohr. For the energy, the calculation gives -116839.32938 eV. The value obtained for the LUMO energy is -4.95 eV. As for the HOMO energy: -13.74 eV.